1.
Formula: C53H39BrF6N11O3SbTl
Source: OMol25
Level of theory: ωB97M-V/def2-TZVPD

The geometry in XYZ format:
```
115
Properties=species:S:1:pos:R:3:lowdin_spin:R:1
C 16.736 11.364 24.856 -0.015
N 11.341 13.834 18.472 0.010
C 7.928 14.382 10.744 0.000
C 18.602 15.207 18.718 0.000
C 7.858 6.873 25.613 0.000
N 10.075 13.113 23.016 0.025
N 9.774 16.214 14.584 0.000
H 16.636 9.912 23.229 0.004
F 14.999 16.844 24.775 0.000
C 9.791 11.794 22.781 0.003
C 11.022 8.502 24.579 0.000
H 11.366 7.626 24.060 0.000
H 9.272 13.398 12.086 0.000
C 16.621 15.880 17.566 0.000
C 10.101 6.503 22.473 0.000
C 10.022 17.506 21.211 0.000
C 9.688 13.738 16.309 0.000
H 9.754 18.365 20.496 0.000
H 11.444 18.425 18.123 0.000
C 16.253 10.837 23.650 0.024
H 6.776 7.370 27.391 0.000
C 10.276 16.133 15.827 0.000
C 10.005 12.535 16.970 0.000
H 12.664 8.533 26.064 0.000
C 15.102 13.171 24.835 0.052
F 16.006 15.829 27.021 0.000
N 16.047 16.337 18.639 0.000
C 12.434 10.422 25.143 0.000
H 7.839 13.507 10.103 0.000
C 11.182 17.716 21.995 0.000
H 17.460 10.778 25.455 0.000
C 8.831 15.371 12.796 0.000
H 18.496 16.144 23.215 0.000
C 15.278 11.564 22.927 0.043
C 9.646 8.619 26.552 0.000
C 9.169 6.471 23.522 0.000
C 8.187 16.570 12.464 0.000
O 12.346 16.203 19.329 0.009
H 9.905 5.520 21.872 0.000
H 13.319 10.872 25.515 0.000
C 17.930 15.297 17.541 0.000
F 14.367 18.007 26.997 0.000
H 19.761 15.369 21.187 0.000
C 16.061 16.706 20.986 0.000
C 8.702 14.315 11.878 0.000
C 10.924 7.408 21.838 0.000
H 16.513 12.849 26.361 0.004
C 10.605 17.429 16.382 0.000
H 12.493 16.817 23.482 0.000
C 18.736 15.677 21.135 0.000
H 8.471 16.041 20.732 0.000
H 14.912 11.098 22.014 0.003
N 11.653 11.262 24.278 0.000
H 9.420 9.267 23.364 0.000
H 14.219 16.741 20.143 0.000
C 9.811 15.338 22.293 0.003
N 14.712 17.156 20.920 0.001
H 8.339 5.764 23.392 0.000
C 10.506 9.387 23.419 0.000
C 10.840 12.683 18.020 0.001
N 9.914 7.981 25.370 0.000
H 6.833 17.587 11.106 0.000
C 10.364 14.904 16.614 0.000
C 9.041 7.053 24.734 0.000
C 18.056 15.738 19.915 0.000
C 7.335 15.584 10.451 0.000
H 10.450 9.538 21.448 0.000
C 11.632 16.319 18.293 0.000
H 13.247 7.400 19.271 0.000
H 16.205 17.057 23.043 0.000
C 7.455 16.734 11.299 0.000
C 14.730 12.685 23.586 0.466
H 16.071 15.807 16.663 0.000
C 11.543 16.710 22.917 0.003
N 9.588 15.093 13.936 0.000
H 11.128 11.819 18.554 0.000
C 11.198 17.512 17.614 0.000
N 8.610 8.462 27.272 0.000
H 9.478 11.566 16.829 0.000
H 14.071 9.097 20.593 0.000
H 11.835 18.559 21.866 0.000
H 9.039 13.788 15.433 0.000
C 10.739 10.804 23.506 0.000
C 16.193 12.461 25.444 0.032
H 14.218 17.198 21.786 0.000
Tl 13.085 13.388 22.010 0.312
H 19.543 14.556 18.713 0.000
C 11.076 8.906 22.106 0.000
H 10.493 9.265 26.782 0.000
C 16.740 16.278 19.813 0.000
C 9.346 16.294 21.351 0.000
C 12.583 7.658 20.117 0.000
C 18.024 16.145 22.246 0.000
C 11.592 6.894 20.643 0.000
Sb 16.074 17.578 26.256 0.000
C 13.074 8.761 20.914 0.000
O 8.908 11.246 22.156 0.001
H 11.193 5.951 20.160 0.000
F 16.163 19.300 25.436 0.000
F 17.612 16.957 25.375 0.000
N 12.438 9.300 21.879 0.001
F 16.961 18.248 27.751 0.000
H 18.121 14.848 16.620 0.000
C 16.737 16.669 22.193 0.000
Br 6.381 15.847 8.803 0.000
H 10.491 18.324 15.795 0.000
O 7.912 13.896 22.372 0.004
C 11.053 14.934 17.787 0.001
N 10.847 15.591 23.073 0.005
H 14.753 14.075 25.373 0.006
H 7.046 6.321 25.210 0.000
C 12.082 9.156 25.368 0.000
C 9.131 14.035 22.584 0.001
C 7.724 7.486 26.813 0.000
H 8.193 17.386 13.168 0.000
```

Multiplicity: 2
Frontier orbital gap (alpha / beta) (eV): 5.20 / 4.15
Charge: -2
ΔE to the lowest compared entry with this formula, charge and spin (kcal per mole): 0.00
<S²>: 0.7647

---

2.
Formula: C53H41BiN5O3S2Te
Source: OMol25
Level of theory: ωB97M-V/def2-TZVPD

The geometry in XYZ format:
```
106
Properties=species:S:1:pos:R:3:mulliken_charge:R:1
H -4.693 4.361 2.893 0.376
C -5.169 -1.785 0.409 -1.036
H 2.019 6.134 6.506 0.409
C -0.248 -1.079 -5.941 -0.760
H 3.858 0.687 0.452 0.533
N -1.590 1.103 -1.028 -0.146
H 2.244 3.891 7.522 0.422
H 2.594 -0.589 4.015 -0.052
C -2.025 2.615 3.652 -0.664
C -1.367 -2.892 0.648 0.937
C -1.129 1.183 1.890 0.161
C 2.575 -4.877 -2.921 -0.770
C 1.923 -3.911 -3.697 0.926
H 2.436 -2.668 5.456 0.398
C -3.247 2.767 3.012 0.120
C 1.275 -2.855 -3.039 -0.546
H 3.089 -5.693 -3.417 0.420
H -1.540 3.146 -0.494 0.306
C 1.243 -3.057 -5.854 -1.070
C 0.318 1.778 3.870 -0.247
H -2.968 1.774 -4.382 0.496
C 3.586 -7.066 -1.019 -0.503
C -3.356 2.577 -6.403 -0.774
C -3.777 -0.636 -1.701 -0.119
C -2.368 1.394 1.216 -0.850
H -3.995 -0.526 1.681 0.463
C 1.142 5.395 4.693 -0.901
C 4.128 -7.791 0.075 -0.614
N 1.327 -2.726 -1.691 0.221
O -0.160 0.451 1.400 -0.663
H 4.477 -7.360 2.206 0.433
H 3.493 -7.480 -2.016 0.352
C 2.563 -4.793 -1.549 0.736
H -1.462 0.638 -3.322 0.339
Te 1.100 4.543 -1.699 0.250
C 1.956 -2.610 4.481 -1.260
C 3.455 1.680 0.623 -0.491
C -0.132 2.825 -2.086 -1.196
N -0.189 -0.935 -3.171 0.521
C 0.508 -2.004 -5.211 0.639
H 0.923 -2.296 4.622 0.344
C -3.389 2.144 1.780 0.071
C -4.211 -0.815 0.661 -0.253
S 3.468 -5.511 0.993 -0.057
C 1.811 3.997 6.535 -0.754
C 1.906 -3.975 -5.130 -1.096
C 2.707 -1.592 3.608 -0.046
C -1.825 0.873 -5.986 0.293
C 2.444 4.237 1.035 -0.290
H -5.705 -2.238 1.234 0.419
H 2.437 -4.785 -5.617 0.450
H -4.022 4.109 4.508 0.375
H 3.769 -1.829 3.539 0.488
S -1.745 1.089 -7.696 -0.192
C 4.125 -7.069 1.226 -0.403
C 1.690 5.257 5.963 -0.508
C 2.759 2.326 -0.391 -0.212
C 2.233 3.599 -0.182 -0.517
H -4.314 2.263 1.220 0.566
H -1.879 3.095 4.613 0.533
C 1.927 -3.668 -0.991 -0.648
H 1.231 -3.102 -6.937 0.442
N -1.030 -2.028 -0.115 -0.743
H 1.066 6.375 4.241 0.413
H 2.648 1.845 -1.360 0.675
H 3.327 4.102 2.985 0.472
H 4.188 1.811 2.639 0.382
C 1.378 2.877 5.841 -0.521
H -4.100 3.327 -6.166 0.401
C -0.978 1.850 3.130 0.738
Bi 0.307 -0.524 -0.620 2.468
C 0.793 3.013 4.586 0.713
C 0.682 4.278 4.011 -0.022
H 4.490 -8.808 0.011 0.398
H -4.941 -1.908 -2.969 0.442
H 0.502 2.046 -2.516 0.183
H -0.107 2.266 -0.012 0.161
C 2.166 -1.547 2.256 0.335
C 3.652 2.314 1.844 -0.533
O 0.997 0.770 3.906 -0.553
H 1.958 -3.602 4.029 0.312
H -0.846 3.143 -2.850 0.612
H -3.215 2.808 -8.586 0.459
O -1.715 -3.746 1.378 -0.613
C -2.730 1.742 -5.440 -0.208
C -4.358 3.603 3.603 -1.563
C -5.427 -2.184 -0.895 -0.449
C -0.990 -0.117 -5.294 0.244
C 3.181 -5.806 -0.686 0.299
C 0.519 -1.901 -3.811 -0.651
H -5.224 2.989 3.863 0.316
H -6.171 -2.946 -1.092 0.418
C -2.916 2.329 -7.665 -0.372
C -3.496 -0.236 -0.391 0.597
H 1.919 -3.539 0.082 0.212
H 0.248 4.380 3.023 0.649
H 2.044 5.230 1.206 0.385
H -0.256 -1.141 -7.024 0.448
C -2.471 0.785 -0.119 0.152
C -0.844 2.371 -0.814 -0.013
C -0.913 -0.097 -3.890 -0.533
H -3.246 -0.172 -2.519 0.562
H 1.477 1.886 6.269 0.461
C -4.731 -1.602 -1.951 -0.863
C 3.161 3.596 2.041 -0.520
N 1.776 -1.551 1.176 -0.549
```

Frontier orbital gap (eV): 6.87
Charge: +1
ΔE to the lowest compared entry with this formula, charge and spin (kcal per mole): 9.32